1.
One molecule with the formula C3H4ClNO3 at a distorted geometry. Source: the Open Molecules 2025 dataset; level of theory: ωB97M-V with the def2-TZVPD basis set.

```
12
Properties=species:S:1:pos:R:3:nbo_charge:R:1
O -2.98 0.57 -0.28 -0.48
C -1.96 0.66 0.44 0.37
C -0.90 -0.37 0.29 -0.42
Cl -1.59 -1.71 -0.61 0.02
C 0.38 0.48 -0.44 0.67
O 0.24 1.56 -0.92 -0.57
N 1.66 0.06 -0.25 -0.37
O 1.69 -1.32 0.01 -0.53
H -1.67 1.68 0.84 0.16
H -0.15 -0.75 1.07 0.28
H 2.51 0.47 -0.61 0.40
H 2.75 -1.31 0.45 0.47
```

Values from the calculation:
SMILES = O=C[C@@H](Cl)C(=O)NO
HOMO = -9.9032 eV

***

2.
C21H25BClN6O3Pt as an isolated structure. Source: the Open Molecules 2025 dataset; level of theory: ωB97M-V with the def2-TZVPD basis set.

```
58
Properties=species:S:1:pos:R:3:nbo_charge:R:1
Pt 0.41 0.84 -0.47 0.73
B 1.42 2.69 -3.29 0.18
N 0.68 3.39 -2.11 -0.28
C 0.58 4.72 -2.07 -0.01
C 0.14 5.09 -0.81 -0.37
C -0.01 3.88 -0.13 -0.01
N 0.32 2.86 -0.92 -0.29
N 0.90 1.27 -3.50 -0.29
C 0.80 0.65 -4.68 -0.02
C 0.67 -0.71 -4.45 -0.36
C 0.70 -0.82 -3.06 -0.02
N 0.85 0.37 -2.50 -0.30
H 2.62 2.67 -3.07 -0.05
H 1.18 3.32 -4.30 -0.06
H 0.83 5.30 -2.93 0.22
H -0.06 6.08 -0.44 0.22
H -0.34 3.72 0.87 0.22
H 0.85 1.22 -5.59 0.21
H 0.55 -1.50 -5.18 0.22
H 0.57 -1.69 -2.44 0.21
C -1.28 -2.89 2.75 -0.62
C -1.28 -3.80 1.53 -0.36
C -0.15 -3.50 0.53 -0.27
C -0.27 -4.49 -0.65 -0.37
C 0.96 -4.54 -1.56 -0.62
C 1.17 -3.76 1.21 0.72
O 1.43 -4.81 1.78 -0.63
N 2.08 -2.76 1.11 -0.66
C 1.91 -1.48 0.55 0.79
O 2.86 -0.73 0.59 -0.61
N 0.69 -1.17 0.02 -0.69
C -0.33 -2.07 -0.01 0.70
O -1.43 -1.79 -0.47 -0.63
H -2.08 -3.16 3.44 0.21
H -1.42 -1.85 2.47 0.22
H -0.34 -2.97 3.30 0.20
H -2.22 -3.71 0.99 0.22
H -1.16 -4.84 1.84 0.21
H -1.15 -4.20 -1.21 0.23
H -0.45 -5.48 -0.24 0.21
H 1.25 -3.54 -1.91 0.21
H 0.77 -5.15 -2.44 0.21
H 1.82 -4.96 -1.04 0.21
H 2.99 -2.91 1.52 0.42
Cl 1.36 2.43 3.70 -0.02
C -0.27 2.77 3.18 -0.04
C -0.92 3.84 3.78 -0.23
C -2.21 4.17 3.38 -0.24
C -2.83 3.42 2.39 -0.24
C -2.16 2.35 1.81 -0.15
C -0.85 2.00 2.17 -0.05
C -0.20 0.84 1.52 -0.72
H -0.41 4.40 4.54 0.22
H -2.72 5.01 3.84 0.20
H -3.83 3.66 2.07 0.21
H -2.64 1.77 1.03 0.21
H 0.62 0.47 2.13 0.21
H -0.96 0.06 1.43 0.20
```

Values from the calculation:
net charge = -1
HOMO = -5.2137 eV

***

3.
One molecule with the formula C3H5BrO at a distorted geometry. Source: the Open Molecules 2025 dataset; level of theory: ωB97M-V with the def2-TZVPD basis set.

```
10
Properties=species:S:1:pos:R:3:nbo_charge:R:1
C 1.18 -0.34 0.22 -0.74
C -0.25 -0.51 0.57 0.58
O -0.53 -1.27 1.47 -0.51
C -1.13 0.41 -0.37 -0.57
Br -0.74 0.56 -2.23 0.04
H 1.83 -1.00 0.90 0.24
H 1.23 0.71 0.54 0.23
H 1.58 -0.27 -0.80 0.26
H -2.28 0.34 -0.27 0.25
H -0.90 1.36 -0.03 0.22
```

Values from the calculation:
SMILES = CC(=O)CBr
HOMO = -9.9655 eV

***

4.
One molecule with the formula C3H5NO at a distorted geometry. Source: the Open Molecules 2025 dataset; level of theory: ωB97M-V with the def2-TZVPD basis set.

```
10
Properties=species:S:1:pos:R:3:nbo_charge:R:1
C 1.56 -0.72 -1.32 -0.33
C 1.00 0.05 -0.42 -0.29
C -0.29 -0.44 -0.23 -0.02
N -1.27 0.00 0.49 -0.11
O -0.98 1.05 1.27 -0.57
H 2.79 -0.81 -1.65 0.20
H 1.23 -1.83 -1.42 0.20
H 1.11 1.27 -0.12 0.26
H -0.41 -1.49 -0.62 0.19
H -1.60 1.14 1.99 0.48
```

Values from the calculation:
SMILES = C=C/C=N\O
HOMO = -8.9854 eV

***

5.
C62H64N2O3P2Pd as an isolated structure at a distorted geometry. Source: the Open Molecules 2025 dataset; level of theory: ωB97M-V with the def2-TZVPD basis set.

```
134
Properties=species:S:1:pos:R:3:lowdin_charge:R:1
C -7.52 3.31 -3.52 -0.08
C -6.22 4.02 -3.29 -0.24
O -5.18 3.08 -3.62 -0.05
C -3.94 3.55 -3.32 -0.51
C -2.92 2.65 -3.91 -0.23
C -3.41 1.81 -5.04 -0.10
C -1.52 2.91 -3.64 -0.48
C -0.55 2.40 -4.68 -0.03
O -1.11 3.44 -2.61 -0.02
O -3.78 4.57 -2.66 0.04
H -8.33 4.03 -3.60 0.07
H -7.50 2.70 -4.43 0.08
H -7.73 2.64 -2.68 0.07
H -6.12 4.90 -3.95 0.13
H -6.12 4.33 -2.24 0.12
H -3.87 2.42 -5.84 0.09
H -2.60 1.22 -5.48 0.07
H -4.18 1.11 -4.69 0.07
H -0.44 1.31 -4.57 0.07
H -0.89 2.64 -5.70 0.08
H 0.43 2.86 -4.53 0.07
C 2.04 -6.41 1.37 -0.05
N 1.83 -5.86 0.05 -0.17
C 2.56 -6.48 -1.04 -0.05
C 1.04 -4.76 -0.16 -0.22
C 0.87 -4.24 -1.47 -0.02
C 0.14 -3.10 -1.69 -0.03
C -0.43 -2.36 -0.61 -0.31
C -1.28 -1.20 -0.78 -0.01
C -1.57 -0.60 -1.99 -0.04
C -2.57 0.37 -2.13 0.06
C -3.46 0.72 -1.07 -0.19
C -3.67 2.09 -0.79 0.00
C -4.54 2.51 0.19 0.00
C -5.12 1.58 1.09 -0.22
N -5.87 2.00 2.14 -0.18
C -6.38 1.08 3.14 -0.06
C -6.15 3.41 2.34 -0.06
C -4.90 0.19 0.84 -0.02
C -4.11 -0.22 -0.21 -0.03
Pd 1.29 -1.31 0.56 0.33
P 3.26 -0.95 -0.46 0.96
C 3.81 0.79 -0.59 -0.32
C 5.06 1.21 -0.09 -0.09
C 5.41 2.56 -0.14 -0.09
C 4.53 3.51 -0.66 -0.08
C 3.30 3.09 -1.17 -0.07
C 2.94 1.75 -1.14 -0.11
C 4.54 -1.91 0.38 -0.37
C 5.88 -1.91 -0.05 -0.11
C 6.81 -2.74 0.58 -0.08
C 6.41 -3.58 1.63 -0.08
C 5.08 -3.59 2.05 -0.08
C 4.15 -2.76 1.44 -0.12
C 3.20 -1.61 -2.15 -0.33
C 3.85 -2.81 -2.48 -0.10
C 3.70 -3.36 -3.76 -0.10
C 2.88 -2.74 -4.70 -0.09
C 2.22 -1.54 -4.38 -0.08
C 2.38 -0.98 -3.11 -0.10
P 0.93 0.29 2.17 0.98
C 0.13 -0.63 3.53 -0.36
C 0.89 -1.14 4.59 -0.08
C 0.29 -1.98 5.53 -0.08
C -1.06 -2.33 5.40 -0.10
C -1.82 -1.83 4.34 -0.09
C -1.23 -0.98 3.41 -0.14
C 2.42 1.12 2.82 -0.33
C 2.48 2.52 2.94 -0.06
C 3.69 3.16 3.23 -0.08
C 4.85 2.40 3.45 -0.09
C 4.78 1.01 3.40 -0.09
C 3.58 0.37 3.09 -0.12
C -0.24 1.65 1.88 -0.37
C -1.13 2.07 2.88 -0.09
C -1.94 3.19 2.70 -0.08
C -1.82 3.94 1.53 -0.08
C -0.93 3.53 0.53 -0.07
C -0.14 2.40 0.70 -0.08
C -0.29 -2.92 0.72 -0.15
C 0.37 -4.14 0.91 -0.02
H 2.64 -5.73 1.99 0.09
H 1.09 -6.61 1.88 0.09
H 2.59 -7.35 1.23 0.08
H 3.14 -5.74 -1.61 0.08
H 3.24 -7.22 -0.60 0.09
H 1.88 -7.00 -1.73 0.10
H 1.29 -4.78 -2.32 0.10
H 0.01 -2.74 -2.71 0.11
H -1.72 -0.79 0.13 0.11
H -0.98 -0.88 -2.87 0.11
H -2.71 0.82 -3.10 0.07
H -3.04 2.82 -1.28 0.09
H -4.71 3.58 0.32 0.11
H -5.57 0.73 3.80 0.10
H -7.13 1.61 3.73 0.08
H -6.83 0.21 2.65 0.08
H -6.62 3.86 1.46 0.09
H -6.84 3.49 3.19 0.08
H -5.24 3.98 2.58 0.09
H -5.33 -0.55 1.51 0.09
H -3.95 -1.29 -0.38 0.12
H 5.76 0.49 0.32 0.08
H 6.39 2.86 0.25 0.11
H 4.80 4.56 -0.67 0.11
H 2.61 3.82 -1.61 0.11
H 1.98 1.44 -1.55 0.08
H 6.19 -1.28 -0.88 0.12
H 7.85 -2.72 0.25 0.11
H 7.14 -4.24 2.10 0.10
H 4.76 -4.24 2.87 0.10
H 3.10 -2.77 1.76 0.07
H 4.50 -3.29 -1.76 0.09
H 4.23 -4.28 -4.00 0.10
H 2.76 -3.18 -5.69 0.10
H 1.59 -1.04 -5.12 0.11
H 1.86 -0.05 -2.87 0.09
H 1.94 -0.87 4.69 0.09
H 0.88 -2.36 6.36 0.10
H -1.52 -3.00 6.13 0.10
H -2.87 -2.10 4.23 0.10
H -1.84 -0.58 2.59 0.10
H 1.59 3.12 2.80 0.10
H 3.73 4.25 3.27 0.11
H 5.80 2.91 3.65 0.10
H 5.68 0.41 3.58 0.11
H 3.55 -0.72 3.05 0.08
H -1.20 1.52 3.83 0.10
H -2.65 3.48 3.47 0.10
H -2.41 4.85 1.39 0.11
H -0.86 4.10 -0.40 0.10
H 0.56 2.12 -0.09 0.08
H -0.94 -2.51 1.50 0.08
H 0.38 -4.61 1.90 0.10
```

Values from the calculation:
HOMO = -5.8544 eV

***

6.
One molecule with the formula C4H8O2 at a distorted geometry. Source: the Open Molecules 2025 dataset; level of theory: ωB97M-V with the def2-TZVPD basis set.

```
14
Properties=species:S:1:pos:R:3:nbo_charge:R:1
C 0.29 0.84 -1.51 -0.62
C -0.44 0.39 -0.26 0.10
O -0.90 -0.96 -0.47 -0.72
C 0.45 0.29 1.01 -0.54
C 0.15 -1.15 1.40 0.48
O -0.88 -1.45 1.98 -0.60
H -0.36 0.72 -2.38 0.23
H 0.58 1.90 -1.44 0.21
H 1.19 0.24 -1.67 0.21
H -1.32 1.03 -0.10 0.18
H -1.45 -1.18 0.32 0.50
H 0.13 0.94 1.84 0.24
H 1.51 0.46 0.80 0.22
H 0.89 -1.92 1.12 0.13
```

Values from the calculation:
SMILES = C[C@@H](O)CC=O
HOMO = -9.9749 eV

***

7.
C16H26CrO12 as an isolated structure at a distorted geometry. Source: the Open Molecules 2025 dataset; level of theory: ωB97M-V with the def2-TZVPD basis set.

```
55
Properties=species:S:1:pos:R:3:mulliken_spin:R:1
Cr -20.17 -2.95 -21.72 2.98
C -17.89 -0.03 -23.14 0.00
C -18.91 -1.11 -22.89 0.00
O -18.83 -2.32 -23.26 -0.02
O -19.86 -0.84 -22.11 0.02
H -16.88 -0.42 -23.00 0.00
H -18.03 0.76 -22.41 0.00
H -17.91 0.37 -24.15 0.00
C -23.10 -3.59 -18.87 0.00
C -22.29 -3.37 -20.13 -0.01
O -21.78 -2.23 -20.33 0.03
O -22.01 -4.33 -20.88 0.02
H -24.15 -3.73 -19.18 0.00
H -23.04 -2.70 -18.26 0.00
H -22.87 -4.52 -18.37 0.00
O -19.85 -4.71 -22.36 -0.02
H -19.04 -4.82 -22.87 0.01
O -18.99 -2.95 -20.24 -0.01
H -18.63 -2.29 -19.65 0.03
O -16.53 -7.12 -15.31 0.00
C -16.62 -6.20 -16.07 0.00
O -16.67 -6.36 -17.40 0.00
C -17.12 -5.14 -18.07 0.00
C -17.66 -4.35 -16.91 0.00
C -16.76 -4.71 -15.74 0.00
H -17.77 -5.49 -18.87 0.00
H -16.26 -4.61 -18.50 0.00
H -18.73 -4.39 -16.69 0.00
H -17.63 -3.28 -17.20 0.00
H -17.17 -4.39 -14.79 0.00
H -15.79 -4.22 -15.85 0.00
O -12.66 -3.03 -22.92 0.00
C -13.71 -3.34 -22.45 0.00
O -14.33 -2.65 -21.47 0.00
C -15.64 -3.13 -21.14 -0.01
C -16.04 -3.83 -22.43 0.00
C -14.71 -4.44 -22.89 0.00
H -16.30 -2.28 -20.98 0.00
H -15.59 -3.83 -20.31 0.00
H -16.47 -3.32 -23.29 0.00
H -16.68 -4.71 -22.26 0.00
H -14.69 -4.45 -23.98 0.00
H -14.36 -5.41 -22.54 0.00
O -22.09 1.82 -17.80 0.00
C -21.34 0.89 -17.87 0.00
O -21.53 -0.23 -17.16 0.00
C -20.44 -1.15 -17.30 0.00
C -19.37 -0.36 -18.04 0.00
C -20.10 0.75 -18.76 0.00
H -20.78 -2.05 -17.82 0.00
H -20.03 -1.53 -16.36 0.00
H -18.73 -1.05 -18.57 -0.01
H -18.68 0.11 -17.32 0.00
H -20.53 0.34 -19.68 0.00
H -19.59 1.70 -18.88 0.00
```

Values from the calculation:
net charge = -1
2S+1 = 4
HOMO (spin up / spin down) = -5.8239 / -6.5790 eV
⟨S²⟩ = 3.778

***

8.
A 3-piece molecular cluster, C4H16NO2 overall at a distorted geometry. Source: the Open Molecules 2025 dataset; level of theory: ωB97M-V with the def2-TZVPD basis set.

```
23
Properties=species:S:1:pos:R:3:nbo_charge:R:1
C 1.10 -0.92 2.08 -0.63
C 0.05 0.06 2.12 -0.23
N -0.36 0.70 0.86 -0.54
C 0.84 1.43 0.07 -0.21
C 0.22 2.38 -0.84 -0.67
H 1.36 -1.26 3.10 0.26
H 0.68 -1.80 1.52 0.22
H 2.03 -0.53 1.59 0.22
H 0.49 0.87 2.61 0.21
H -0.82 -0.50 2.55 0.24
H -0.73 0.03 0.11 0.46
H -1.08 1.36 0.98 0.41
H 1.64 1.95 0.79 0.24
H 1.37 0.59 -0.51 0.23
H -0.70 2.04 -1.30 0.23
H 0.94 2.60 -1.58 0.26
H 0.14 3.41 -0.36 0.24
H -1.37 -2.98 -3.99 0.50
H -0.54 -3.52 -2.81 0.48
O -0.88 -2.69 -3.22 -0.97
H -0.82 -1.53 -1.59 0.54
H -2.20 -0.61 -1.23 0.51
O -1.38 -1.07 -0.95 -0.99
```

Values from the calculation:
net charge = +1
HOMO = -15.0359 eV